Formula: C5H10O2
Source: the OMol25 dataset
Level of theory: ωB97M-V/def2-TZVPD

```
17
C5H10O2, DFT ωB97M-V/def2-TZVPD
C 2.98213 -0.00164 -0.19191
C 1.62765 0.01165 0.39081
C 0.43146 0.61158 -0.17096
C -0.79560 0.76992 0.45243
C -2.02648 1.09844 -0.04851
O -3.12724 0.85846 0.75553
H 3.67559 0.78461 0.10829
H 1.77128 -1.00698 -0.12433
H 3.08702 -0.27791 -1.23392
H 1.48505 -0.07618 1.46807
H 0.62024 0.73890 -1.23856
H -0.85484 0.66556 1.53915
H -2.17349 1.67627 -0.94659
H -3.60540 0.15799 0.27693
H -0.34931 -2.42157 -0.33889
H -1.45549 -1.32752 -0.23825
O -1.29258 -2.26158 -0.45929
```

F_max = 3.10 eV/A
Energy relative to the best compared isomer or geometry (same formula, charge and spin) = 727.1 kJ/mol
Frontier orbital gap = 5.16 eV
Total energy = -346.74849 Eh

Formula: C5H10O2
Source: the OMol25 dataset
Level of theory: ωB97M-V/def2-TZVPD

```
17
C5H10O2, DFT ωB97M-V/def2-TZVPD
C 2.37869 -1.21714 -0.48135
C 1.18969 -0.81722 0.42222
O 0.50971 0.42923 0.06484
C -1.09905 0.50408 0.44382
C -1.98586 1.76146 0.63249
C -1.06188 -0.07763 -0.89962
O -1.23712 -1.26365 -1.09328
H 3.13594 -0.43375 -0.57455
H 2.88692 -2.08597 -0.02652
H 2.07589 -1.52938 -1.48604
H 0.48149 -1.65564 0.40901
H 1.56419 -0.66399 1.43460
H -1.27329 -0.21738 1.24349
H -3.04100 1.45704 0.45101
H -1.99849 2.18564 1.64162
H -1.79058 2.55093 -0.09634
H -0.82133 0.67356 -1.67727
```

F_max = 1.51 eV/A
Energy relative to the best compared isomer or geometry (same formula, charge and spin) = 322.4 kJ/mol
Frontier orbital gap = 10.18 eV
Total energy = -346.90263 Eh

Formula: C5H10O2
Source: the OMol25 dataset
Level of theory: ωB97M-V/def2-TZVPD

```
17
C5H10O2, DFT ωB97M-V/def2-TZVPD
O 2.82478 -0.10321 -0.63332
C 1.79264 -0.85115 -0.03202
C 0.43858 -0.25637 -0.34230
C -0.79151 -0.92788 0.26977
C -1.78541 0.25428 0.37411
C -0.93158 1.47089 -0.05902
O 0.40609 1.06863 0.17370
H 2.65787 0.81807 -0.38896
H 1.91723 -0.90807 1.06190
H 1.85260 -1.86803 -0.43389
H 0.30171 -0.19248 -1.43543
H -0.55314 -1.33258 1.26045
H -1.15280 -1.75278 -0.35192
H -2.12476 0.38401 1.40499
H -2.67645 0.11253 -0.24486
H -1.13384 2.38198 0.50765
H -1.04199 1.70214 -1.13086
```

F_max = 0.39 eV/A
Energy relative to the best compared isomer or geometry (same formula, charge and spin) = 131.3 kJ/mol
Frontier orbital gap = 11.16 eV
Structure (SMILES) = OC[C@H]1CCCO1
Total energy = -346.97542 Eh

Formula: C5H10O2
Source: the OMol25 dataset
Level of theory: ωB97M-V/def2-TZVPD

```
17
C5H10O2, DFT ωB97M-V/def2-TZVPD
C 1.50176 1.44342 -0.59007
O 1.35238 0.47649 0.27374
C 0.51193 -0.50622 0.21698
C 0.12288 -1.40247 1.35528
O -1.20428 -1.48073 0.79863
C -0.91600 -0.55137 -0.27200
C -1.75316 0.71349 -0.16532
H 1.86952 -0.29424 -1.99602
H 0.73090 1.62650 -1.32774
H 2.29201 2.13836 -0.35140
H 1.56490 -0.92660 -1.69276
H 0.13045 -0.94652 2.35674
H 0.59983 -2.38941 1.40506
H -1.07283 -1.03062 -1.24818
H -1.55771 1.39995 -0.99611
H -2.81128 0.43531 -0.19654
H -1.56227 1.23631 0.77781
```

F_max = 0.60 eV/A
Energy relative to the best compared isomer or geometry (same formula, charge and spin) = 619.5 kJ/mol
Frontier orbital gap (alpha / beta) = 8.19 / 8.34 eV
Total energy = -346.78950 Eh

Formula: C5H10O2
Source: the OMol25 dataset
Level of theory: ωB97M-V/def2-TZVPD

```
17
C5H10O2, DFT ωB97M-V/def2-TZVPD
C 2.10373 0.89067 -0.32458
O 1.21131 -0.05083 -0.88808
C 0.07656 -1.27615 0.33595
C -0.57358 -0.70260 1.52197
C -1.25470 -1.05701 0.21519
C -1.65705 0.65926 -0.74335
O -1.04299 0.69732 -1.83489
H 3.09741 0.75371 -0.76723
H 2.18323 0.73603 0.75895
H 1.77643 1.91998 -0.51079
H 0.82466 -2.02833 0.14651
H -0.61809 -1.32040 2.42278
H -0.49791 0.36904 1.74030
H -2.03251 -1.75124 -0.07634
H -2.75405 0.53087 -0.74671
H -1.29354 1.23791 0.12940
H 0.45109 0.39179 -1.37908
```

F_max = 0.31 eV/A
Energy relative to the best compared isomer or geometry (same formula, charge and spin) = 586.5 kJ/mol
Frontier orbital gap = 8.82 eV
Total energy = -346.80204 Eh

Formula: C5H10O2
Source: the OMol25 dataset
Level of theory: ωB97M-V/def2-TZVPD

```
17
C5H10O2, DFT ωB97M-V/def2-TZVPD
C -1.22133 0.13998 -0.10589
C -0.41984 1.04298 0.65013
C -2.59656 0.42027 -0.74828
C 2.10001 -0.69085 1.05662
C 2.04697 0.65692 0.33909
O -1.10967 0.08414 1.29837
O 2.13414 0.85242 -0.95522
H -0.68919 -0.67276 -0.69415
H -0.63492 2.06018 0.95750
H -3.37835 -0.24630 -0.44469
H -2.50010 0.44020 -1.82205
H -2.96741 1.39844 -0.62863
H 1.45541 -0.54104 1.81987
H 3.08670 -0.82506 1.39682
H 2.08813 -1.63324 0.51116
H 2.23786 1.50800 0.98147
H 2.07597 0.14516 -1.50407
```

F_max = 4.40 eV/A
Energy relative to the best compared isomer or geometry (same formula, charge and spin) = 626.9 kJ/mol
Frontier orbital gap (alpha / beta) = 7.46 / 7.83 eV
Total energy = -346.78666 Eh

Formula: C5H10O2
Source: the OMol25 dataset
Level of theory: ωB97M-V/def2-TZVPD

```
17
C5H10O2, DFT ωB97M-V/def2-TZVPD
C 2.40733 -0.11166 0.59585
C 1.29232 -0.00140 -0.43132
C -0.05303 0.22832 0.22407
O -0.01977 1.42331 0.96912
C -1.12590 0.31660 -0.82496
C -3.19190 -0.07397 -0.96189
O -2.35842 0.40448 -0.03427
H 3.37397 -0.26182 0.10796
H 2.45077 0.80041 1.19669
H 2.22850 -0.95584 1.27230
H 1.48038 0.82951 -1.12246
H 1.22882 -0.91904 -1.03265
H -0.30250 -0.63001 0.87363
H -0.92897 1.59796 1.25185
H -1.12357 -0.62048 -1.40464
H -1.04105 1.16875 -1.50457
H -3.62237 -0.97920 -0.46573
```

F_max = 0.86 eV/A
Energy relative to the best compared isomer or geometry (same formula, charge and spin) = 507.0 kJ/mol
Frontier orbital gap = 8.64 eV
Total energy = -346.83231 Eh

Formula: C5H10O2
Source: the OMol25 dataset
Level of theory: ωB97M-V/def2-TZVPD

```
17
C5H10O2, DFT ωB97M-V/def2-TZVPD
C 1.46007 -0.83082 -0.39097
C 1.34694 -0.31388 1.03479
O 0.37013 0.71264 1.07571
C -0.75069 0.24396 0.36508
C -1.76263 1.35890 0.19577
C -0.26725 -0.23863 -1.00218
O -0.86620 -1.26454 -1.58710
H 1.77717 -1.88764 -0.40714
H 0.36367 -1.38277 -1.04900
H 2.13166 -0.26057 -1.03317
H 1.05698 -1.13409 1.71045
H 2.28300 0.11904 1.39707
H -1.20281 -0.62909 0.86700
H -2.60883 1.00378 -0.40152
H -2.12777 1.69640 1.16978
H -1.29971 2.21175 -0.31256
H 0.09626 0.59557 -1.63202
```

F_max = 0.38 eV/A
Energy relative to the best compared isomer or geometry (same formula, charge and spin) = 473.8 kJ/mol
Frontier orbital gap = 10.19 eV
Total energy = -346.84499 Eh

Formula: C5H10O2
Source: the OMol25 dataset
Level of theory: ωB97M-V/def2-TZVPD

```
17
C5H10O2, DFT ωB97M-V/def2-TZVPD
C -1.56392 -1.36861 1.14141
C 0.58643 -0.42514 1.45696
O 1.18431 -0.19295 0.35499
C 0.43922 0.98194 -0.61975
C 1.40096 1.19035 -1.75173
C -0.80278 0.33362 -0.82021
O -1.56837 0.24305 0.20884
H -1.02774 -2.15635 0.60861
H -1.43698 -1.41197 2.22346
H -2.62123 -1.39347 0.90062
H 0.30768 0.40315 2.11801
H 0.71652 -1.42304 1.86459
H 0.40631 1.78562 0.11906
H 1.17619 2.12797 -2.26931
H 2.42381 1.24619 -1.36976
H 1.34237 0.37050 -2.47315
H -0.96281 -0.31086 -1.69265
```

F_max = 0.26 eV/A
Energy relative to the best compared isomer or geometry (same formula, charge and spin) = 628.0 kJ/mol
Frontier orbital gap (alpha / beta) = 7.91 / 7.91 eV
Total energy = -346.78622 Eh

Formula: C5H10O2
Source: the OMol25 dataset
Level of theory: ωB97M-V/def2-TZVPD

```
17
C5H10O2, DFT ωB97M-V/def2-TZVPD
C 1.91437 -0.19029 -0.76139
C 0.81325 0.33365 0.13740
O 0.04060 1.29284 -0.57421
C -1.20807 1.36478 0.08762
C -1.56398 -0.08999 0.38211
C -0.19437 -0.74354 0.64467
O -0.05104 -2.02273 0.06460
H 2.59403 0.61919 -1.04272
H 1.49336 -0.61298 -1.67990
H 2.48238 -0.97258 -0.24978
H 1.25914 0.82507 1.01960
H -1.91423 1.87079 -0.57552
H -1.12521 1.95097 1.01907
H -2.26866 -0.21565 1.20759
H -2.00640 -0.54787 -0.50987
H -0.03408 -0.91659 1.71203
H -0.23107 -1.94508 -0.88131
```

F_max = 0.31 eV/A
Energy relative to the best compared isomer or geometry (same formula, charge and spin) = 125.7 kJ/mol
Frontier orbital gap = 10.68 eV
Structure (SMILES) = C[C@H]1OCC[C@H]1O
Total energy = -346.97756 Eh

Formula: C5H10O2
Source: the OMol25 dataset
Level of theory: ωB97M-V/def2-TZVPD

```
17
C5H10O2, DFT ωB97M-V/def2-TZVPD
C 2.46287 0.40443 -0.09459
O 1.16645 0.36521 -0.62837
C 0.30940 -0.51705 0.01904
C -0.30290 -0.20936 1.39155
C -1.02841 0.02750 0.14370
C -1.80857 0.83704 -0.54590
O -1.65201 1.04342 -1.88123
H 2.97102 -0.56233 -0.21091
H 2.43726 0.67204 0.97038
H 2.99851 1.17376 -0.65290
H 0.50824 -1.57998 -0.17501
H -0.51092 -1.07609 2.02396
H -0.01651 0.69520 1.91534
H -2.67245 1.33782 -0.12161
H -0.71514 0.88040 -2.07520
H -1.96259 -2.09039 0.07818
H -2.18426 -1.40163 -0.15642
```

F_max = 1.21 eV/A
Energy relative to the best compared isomer or geometry (same formula, charge and spin) = 485.9 kJ/mol
Frontier orbital gap = 9.47 eV
Structure (SMILES) = CO[C@H]1C/C1=C/O.[H][H]
Total energy = -346.84037 Eh

Formula: C5H10O2
Source: the OMol25 dataset
Level of theory: ωB97M-V/def2-TZVPD

```
17
C5H10O2, DFT ωB97M-V/def2-TZVPD
C -1.59450 -0.77907 -0.93490
C -0.22303 0.32039 0.80796
C 0.84183 -0.66124 1.12030
O 0.80907 -2.00419 0.67454
C 1.63278 0.34760 0.36337
C 0.56050 1.30665 0.03646
O 0.30584 1.57535 -1.33393
H -2.24145 0.10451 -0.91536
H -2.05455 -1.60039 -0.37686
H -1.31937 -1.03219 -1.95198
H -1.15894 0.49793 1.35451
H 0.98880 -0.70704 2.20534
H 1.12864 -1.94749 -0.23400
H 2.67993 0.60039 0.48666
H -0.58726 -0.57266 -0.59082
H 0.57845 2.26908 0.58409
H -0.34673 2.28238 -1.29537
```

F_max = 1.50 eV/A
Energy relative to the best compared isomer or geometry (same formula, charge and spin) = 652.9 kJ/mol
Frontier orbital gap (alpha / beta) = 8.62 / 7.37 eV
Total energy = -346.77675 Eh